# 1
This record from the OMol25 dataset describes a cluster of 11 separate species, C44H88O27 in total at a distorted geometry. The level of theory is the ωB97M-V functional and the def2-TZVPD basis.

- Kohn-Sham gap (eV) = 9.64
- SMILES = CCOC(=O)OC.CCOC(=O)OC.CCOC(=O)OC.CCOC(=O)OC.CCOC(=O)OC.CCOC(=O)OC.CCOC(=O)OC.CCOC(=O)OC.C1CCOC1.C1CCOC1.C1CCOC1
- energy above the lowest of the compared OMol25 structures with the same formula, charge and spin (kcal per mole) = 164.30

```
! wB97M-V def2-TZVPD RIJCOSX def2/J DEFGRID3
* xyz 0 1
H -11.90 -26.55 -26.40
H -9.38 -26.12 -28.46
C -15.87 -28.53 -15.77
O -14.78 -30.65 -23.44
C -18.92 -33.74 -22.60
H -15.38 -17.64 -27.09
C -13.44 -23.76 -17.70
C -20.98 -18.42 -24.80
H -14.37 -32.03 -10.56
H -14.65 -32.50 -20.00
H -12.79 -34.23 -19.99
O -18.35 -34.37 -23.63
C -10.85 -20.27 -29.58
H -19.89 -16.71 -25.30
H -10.40 -21.23 -27.31
H -14.69 -32.96 -12.04
O -16.31 -23.26 -14.50
H -16.77 -35.57 -24.25
O -11.44 -26.49 -28.43
H -11.34 -14.50 -23.71
H -21.98 -20.44 -19.61
H -12.85 -11.46 -29.64
H -15.64 -30.59 -16.04
C -9.92 -28.05 -27.68
C -13.17 -13.95 -29.03
H -12.19 -32.91 -21.08
O -21.64 -20.22 -17.55
C -11.32 -14.38 -22.62
C -13.43 -22.86 -16.49
H -20.72 -25.48 -17.85
O -19.61 -32.68 -23.00
C -11.26 -28.49 -27.27
H -15.79 -25.63 -24.14
H -11.46 -12.24 -30.21
H -15.50 -32.37 -24.36
C -17.65 -22.90 -14.29
O -14.73 -32.44 -22.13
C -15.64 -31.30 -24.45
H -10.28 -14.57 -22.35
H -16.82 -28.68 -15.24
H -11.44 -22.41 -28.17
C -20.27 -31.83 -22.10
H -11.66 -13.39 -22.31
O -13.76 -13.92 -30.13
C -12.18 -15.46 -21.91
O -11.92 -16.69 -22.51
C -21.90 -16.67 -26.16
H -16.70 -31.12 -24.24
C -12.99 -33.63 -20.89
H -22.28 -19.64 -26.08
H -20.23 -20.30 -19.12
H -21.27 -18.91 -19.08
H -16.18 -21.65 -23.47
H -13.05 -32.51 -11.68
H -11.08 -17.06 -31.13
H -10.04 -17.26 -32.51
O -14.43 -23.21 -15.55
C -14.80 -16.72 -27.00
H -19.28 -29.93 -22.60
H -9.42 -17.47 -30.92
H -15.94 -28.14 -16.78
H -15.31 -30.98 -25.44
O -12.30 -13.07 -28.56
H -21.15 -17.99 -23.81
C -14.40 -15.91 -28.30
C -14.41 -33.07 -20.90
C -10.08 -26.93 -28.65
C -22.39 -18.87 -25.31
C -14.36 -31.10 -13.76
H -23.07 -19.28 -24.57
C -15.96 -22.61 -23.00
H -15.50 -16.17 -26.37
O -11.72 -20.50 -28.69
H -10.67 -19.94 -20.86
H -14.44 -23.71 -18.13
C -15.70 -22.70 -15.55
O -14.28 -31.00 -12.39
C -16.52 -24.82 -22.30
C -11.96 -11.97 -29.28
C -20.59 -17.38 -25.82
C -10.76 -19.13 -31.68
H -15.10 -33.91 -20.83
C -14.54 -31.10 -22.23
H -19.96 -23.96 -17.96
O -16.16 -21.83 -16.28
O -9.68 -20.69 -29.67
H -19.80 -29.94 -20.98
H -22.17 -23.94 -16.58
H -17.00 -22.99 -21.15
H -18.02 -23.21 -22.55
O -14.23 -30.33 -21.32
H -13.41 -21.82 -16.80
C -11.76 -17.78 -21.78
O -11.06 -18.64 -22.54
H -21.93 -16.38 -27.21
C -10.29 -17.69 -31.54
H -14.11 -29.74 -16.14
C -10.60 -19.89 -21.95
H -18.46 -30.88 -21.33
H -20.28 -19.25 -24.77
C -12.00 -27.11 -27.33
H -9.60 -20.07 -22.33
H -15.35 -27.75 -15.22
H -11.69 -29.24 -27.93
O -14.79 -29.92 -14.24
H -15.36 -15.59 -28.69
O -22.93 -17.66 -25.78
C -17.01 -23.34 -22.18
H -22.99 -24.19 -18.13
H -18.25 -23.23 -15.14
O -15.52 -23.50 -23.98
C -11.41 -21.45 -27.65
H -11.27 -29.02 -26.32
H -15.96 -25.23 -21.46
H -12.46 -22.97 -16.00
C -15.52 -24.81 -23.46
H -18.05 -23.49 -13.46
H -20.16 -17.86 -26.70
H -12.87 -34.41 -21.64
C -15.05 -29.79 -15.59
O -14.13 -32.11 -14.47
H -9.30 -27.73 -26.84
H -18.33 -36.33 -23.75
H -12.12 -15.42 -20.82
C -19.42 -30.60 -21.75
H -13.98 -16.66 -28.96
H -20.51 -32.37 -21.18
H -17.44 -25.41 -22.40
H -13.22 -15.25 -22.16
H -13.24 -24.80 -17.45
H -13.07 -27.23 -27.48
H -17.87 -21.86 -14.06
O -11.41 -19.56 -30.45
C -21.94 -21.43 -17.09
H -9.92 -19.79 -31.91
H -10.08 -27.20 -29.71
H -12.73 -23.50 -18.49
C -14.09 -32.16 -11.61
H -14.50 -24.94 -23.09
C -21.25 -19.99 -18.93
H -22.06 -15.79 -25.54
H -12.09 -21.43 -26.80
H -11.37 -11.28 -28.68
C -22.12 -23.76 -17.65
H -20.85 -24.39 -19.30
O -12.06 -17.87 -20.57
O -13.46 -14.85 -28.06
H -11.21 -20.71 -22.32
H -21.24 -31.60 -22.54
H -17.11 -35.70 -22.54
H -9.30 -28.80 -28.17
O -22.05 -21.66 -15.88
H -13.94 -17.04 -26.40
H -15.10 -22.39 -22.36
H -11.49 -19.23 -32.48
O -22.01 -22.38 -18.03
O -18.77 -34.09 -21.47
C -17.58 -35.58 -23.52
C -20.88 -24.47 -18.21
*
```

***

# 2
This record from the OMol25 dataset describes the molecule C6H12O3S2 at a distorted geometry. The level of theory is the ωB97M-V functional and the def2-TZVPD basis.

- Kohn-Sham gap (eV) = 9.24
- energy above the lowest of the compared OMol25 structures with the same formula, charge and spin (kcal per mole) = 33.18

```
! wB97M-V def2-TZVPD RIJCOSX def2/J DEFGRID3
* xyz 0 1
C -1.30 -1.71 0.80
H -3.10 -2.10 -0.39
H -1.46 -2.60 1.37
C 1.44 0.62 -0.76
C 1.17 2.17 -0.87
O 2.87 0.54 -0.88
H 0.05 2.26 -0.98
H -1.60 -1.99 -1.14
C -2.18 -1.56 -0.38
H 1.65 2.87 -0.13
H -1.42 -0.87 1.47
C 1.26 0.40 1.73
H 1.22 -0.34 2.53
S -2.19 0.29 -0.97
H 1.20 0.03 -1.61
H 1.51 1.40 2.03
H 3.18 -0.31 -0.66
H -3.30 1.61 0.51
H 1.62 2.28 -1.91
C 1.01 -0.04 0.49
O 0.43 -2.13 -1.11
S 0.50 -1.81 0.36
O -2.58 1.00 0.50
*
```

***

# 3
This record from the OMol25 dataset describes a structure of composition C34H39BrCdN4O2P2 at a distorted geometry. The level of theory is the ωB97M-V functional and the def2-TZVPD basis.

- Kohn-Sham gap (eV) = 6.60
- energy above the lowest of the compared OMol25 structures with the same formula, charge and spin (kcal per mole) = 17.32

```
! wB97M-V def2-TZVPD RIJCOSX def2/J DEFGRID3
* xyz 0 1
N -1.74 0.93 -3.35
C 3.72 0.36 -4.94
C -5.06 -2.35 -4.46
H -2.17 0.77 2.52
H 3.43 0.11 -5.95
H -1.37 -0.05 -5.88
C 2.50 -3.74 -4.41
H -1.94 0.63 11.96
C -1.26 1.38 2.41
C -0.79 -0.72 -5.22
H 3.27 -5.55 -5.42
H 3.57 -3.88 -7.55
H 1.68 -1.50 5.67
P 1.59 -1.16 -3.80
H -2.12 1.70 -5.33
H 1.14 -0.42 -6.13
N 2.32 -2.42 -4.85
C 3.18 -3.63 -6.58
Cd -0.38 -2.80 4.59
H -0.87 -1.74 -5.64
C 0.17 3.19 3.45
O -0.61 -0.19 5.96
C -1.44 0.89 8.59
H -1.47 3.67 -1.50
C -0.63 1.25 1.06
H 0.59 3.26 4.47
H 2.92 1.79 3.10
H 0.75 0.81 -4.92
C -3.86 -2.33 -3.77
H -1.43 0.79 0.46
C -1.60 1.27 9.93
C -1.56 -1.43 9.26
C -1.35 -0.48 8.24
C -1.60 2.93 -2.28
N 3.03 -0.15 -3.84
H -1.25 0.93 -1.28
C 1.30 3.06 2.41
O -1.23 -2.24 6.66
C -5.19 -1.10 -5.15
H -2.06 4.12 -4.13
H 2.24 -4.00 -3.40
C 4.72 1.21 -4.50
H -6.01 -0.78 -5.78
H 2.63 -1.47 -6.77
C 2.04 1.76 2.43
H -5.77 -3.16 -4.48
H -0.40 2.23 0.64
C -1.90 3.17 -3.66
H -2.01 -1.80 11.34
Br -1.43 2.27 7.31
C 4.64 1.25 -3.06
H 2.62 -0.09 1.62
C 1.59 -2.02 4.71
N -3.23 -1.09 -4.00
H 1.81 -1.30 3.91
H 2.23 -2.91 4.68
C 1.82 0.65 1.71
C -1.04 -0.97 6.84
H 5.27 1.83 -2.41
H -1.19 1.82 4.46
C 3.60 0.41 -2.68
C 0.68 -0.27 -5.15
C -1.81 -1.05 10.58
H -1.54 -2.49 9.01
H 0.86 0.30 -0.17
H 3.20 0.15 -1.71
H -1.61 2.33 10.20
H 0.91 3.28 1.41
C -1.80 0.31 10.93
C 0.59 0.32 0.91
C 2.72 -2.38 -6.19
H -3.79 0.64 -5.17
C -0.82 2.09 3.46
H 0.29 -0.72 1.15
C -4.06 -0.35 -4.86
H 5.43 1.73 -5.13
H 2.03 3.85 2.67
H -3.37 -3.05 -3.14
C -1.49 1.55 -2.12
C -1.96 1.94 -4.29
C 3.03 -4.50 -5.45
H -0.35 4.15 3.27
P -1.55 -0.82 -3.52
*
```

***

- What is the Kohn-Sham gap in the second record?
  9.24 eV